# 1
{"formula": "C4H4N2O", "method": "ωB97M-V with the def2-TZVPD basis set", "species": ["N", "C", "C", "N", "C", "C", "O", "H", "H", "H", "H"], "xyz": [[2.424, 0.177, 0.024], [1.537, -0.663, 0.029], [0.667, -1.719, 0.038], [-0.197, -0.720, 0.010], [-1.331, -0.095, -0.013], [-1.230, 1.364, -0.038], [-0.170, 1.970, -0.038], [2.161, 1.160, 0.004], [0.634, -2.798, 0.058], [-2.304, -0.593, -0.015], [-2.191, 1.916, -0.057]], "forces_ev_per_angstrom": [[-0.5, -0.5, 0.0], [0.2, 0.5, 0.0], [0.0, 0.0, 0.0], [0.1, 0.2, 0.0], [0.2, -0.1, 0.0], [0.2, 0.2, 0.0], [-0.5, -0.1, 0.0], [0.0, -0.1, 0.0], [-0.1, 0.1, 0.0], [0.3, 0.0, 0.0], [0.1, -0.1, 0.0]], "lumo_energy_ev": 0.0, "energy_ha": -339.4308, "homo_ha": -0.308, "e_above_lowest_kj_mol": 395.99}


# 2
{"formula": "C20H30KO15", "method": "ωB97M-V with the def2-TZVPD basis set", "species": ["K", "C", "C", "C", "O", "C", "O", "O", "H", "H", "H", "H", "H", "H", "C", "C", "C", "O", "C", "O", "O", "H", "H", "H", "H", "H", "H", "C", "C", "C", "O", "C", "O", "O", "H", "H", "H", "H", "H", "H", "C", "C", "C", "O", "C", "O", "O", "H", "H", "H", "H", "H", "H", "C", "C", "C", "O", "C", "O", "O", "H", "H", "H", "H", "H", "H"], "xyz": [[-0.681, 1.136, -0.113], [-6.494, 0.159, 0.508], [-5.234, -0.115, 1.295], [-3.979, -0.357, 0.443], [-3.020, 0.579, 0.941], [-3.621, 1.423, 1.843], [-3.013, 2.299, 2.365], [-4.889, 1.089, 2.025], [-7.060, -0.739, 0.274], [-6.252, 0.776, -0.355], [-7.158, 0.745, 1.148], [-5.375, -0.905, 2.032], [-4.175, -0.112, -0.603], [-3.596, -1.374, 0.464], [3.297, 5.747, -3.512], [3.022, 5.318, -2.099], [1.692, 5.819, -1.506], [0.854, 4.656, -1.478], [1.601, 3.562, -1.670], [1.217, 2.436, -1.520], [2.836, 3.871, -2.066], [4.171, 5.204, -3.867], [3.610, 6.794, -3.481], [2.411, 5.610, -4.123], [3.836, 5.519, -1.408], [1.190, 6.582, -2.096], [1.832, 6.197, -0.493], [4.313, -3.703, 1.402], [3.920, -2.778, 0.282], [2.651, -3.187, -0.478], [2.003, -1.921, -0.723], [2.463, -1.029, 0.173], [1.970, 0.042, 0.378], [3.563, -1.475, 0.780], [4.996, -3.235, 2.105], [4.754, -4.599, 0.964], [3.428, -4.027, 1.956], [4.707, -2.665, -0.466], [1.994, -3.839, 0.102], [2.837, -3.642, -1.447], [-3.827, -4.131, -3.007], [-2.481, -3.501, -2.708], [-1.680, -3.136, -3.963], [-1.252, -1.785, -3.725], [-1.870, -1.296, -2.667], [-1.719, -0.180, -2.259], [-2.709, -2.196, -2.128], [-4.424, -4.187, -2.098], [-3.699, -5.128, -3.428], [-4.375, -3.537, -3.738], [-1.901, -4.114, -2.021], [-2.275, -3.174, -4.874], [-0.787, -3.741, -4.098], [0.209, 0.105, 3.389], [1.603, -0.200, 3.893], [2.667, 0.838, 3.512], [3.417, 1.003, 4.709], [2.737, 0.475, 5.753], [3.069, 0.538, 6.887], [1.614, -0.155, 5.318], [-0.527, -0.567, 3.825], [0.198, 0.019, 2.302], [-0.066, 1.127, 3.658], [1.914, -1.198, 3.572], [2.266, 1.810, 3.219], [3.275, 0.450, 2.697]], "forces_ev_per_angstrom": [[0.5, 0.2, -0.3], [-0.2, 0.4, 0.7], [0.1, 0.0, 0.0], [-0.4, 0.1, -0.6], [-0.2, -0.3, 0.2], [0.5, -0.4, -0.1], [0.0, 0.2, 0.0], [-0.1, 0.0, 0.1], [0.3, -0.1, -0.4], [-0.2, -0.2, -0.2], [0.0, 0.0, 0.0], [0.0, 0.0, 0.1], [0.0, 0.0, 0.0], [0.1, 0.0, 0.3], [0.7, 0.4, 0.6], [-0.6, -0.5, 0.2], [0.2, 0.2, 0.0], [-0.1, 0.0, 0.3], [0.4, 0.0, -0.2], [-0.4, 0.0, 0.1], [0.0, 0.2, 0.2], [-0.2, -0.2, -0.3], [-0.3, 0.1, -0.2], [0.1, 0.0, -0.3], [0.2, 0.1, -0.2], [0.1, 0.0, -0.1], [-0.2, -0.1, 0.0], [-0.4, -0.2, -0.1], [-0.2, -0.3, -0.6], [0.0, 0.2, -0.1], [-0.2, -0.2, 0.3], [0.2, 0.1, -0.3], [-0.4, 0.0, 0.1], [0.0, 0.0, 0.2], [0.2, 0.0, -0.1], [0.2, 0.0, 0.1], [0.0, 0.1, 0.0], [0.2, 0.3, 0.3], [0.0, 0.2, 0.1], [0.1, 0.0, 0.0], [0.1, 0.1, 0.0], [-0.6, 0.2, -0.7], [0.3, -0.2, 0.0], [0.3, -0.3, -0.4], [-0.3, 0.0, 0.0], [-0.1, 0.1, 0.4], [0.2, 0.0, 0.5], [0.0, -0.2, 0.0], [0.0, -0.1, 0.1], [0.1, 0.1, 0.0], [0.0, 0.2, 0.2], [-0.1, 0.1, 0.0], [0.0, 0.0, 0.0], [0.1, 0.2, 0.0], [-0.2, 0.4, -0.1], [-0.2, -0.3, -0.3], [0.1, -0.1, 0.0], [-0.1, -0.1, 0.1], [0.0, 0.1, 0.0], [0.1, 0.0, 0.1], [0.0, -0.1, -0.1], [0.0, -0.1, 0.0], [0.0, 0.0, 0.0], [0.0, 0.0, 0.1], [-0.2, -0.1, 0.0], [0.3, 0.2, 0.2]], "lumo_energy_ev": -2.3, "energy_ha": -2508.6023, "homo_ha": -0.461, "total_charge": 1, "e_above_lowest_kj_mol": 64.46}


# 3
{"formula": "C13H43N5O7", "method": "ωB97M-V with the def2-TZVPD basis set", "species": ["C", "O", "C", "C", "C", "N", "H", "H", "H", "H", "H", "H", "H", "H", "H", "H", "H", "C", "O", "C", "C", "C", "N", "H", "H", "H", "H", "H", "H", "H", "H", "H", "H", "H", "C", "O", "C", "C", "C", "N", "H", "H", "H", "H", "H", "H", "H", "H", "H", "H", "H", "N", "C", "N", "O", "H", "H", "H", "H", "O", "H", "H", "O", "H", "H", "O", "H", "H"], "xyz": [[-2.378, -3.119, -4.135], [-3.416, -4.062, -4.094], [-4.712, -3.542, -4.572], [-5.789, -4.685, -4.458], [-5.585, -5.944, -5.311], [-7.167, -4.202, -4.770], [-2.187, -2.721, -5.131], [-1.410, -3.559, -3.897], [-2.411, -2.330, -3.384], [-5.105, -2.628, -4.127], [-4.569, -3.288, -5.623], [-5.690, -5.042, -3.433], [-4.597, -6.390, -5.203], [-5.619, -5.717, -6.377], [-6.358, -6.677, -5.079], [-7.142, -3.932, -5.743], [-7.334, -3.282, -4.388], [4.436, 1.723, -1.174], [3.760, 2.853, -1.670], [4.594, 4.005, -1.859], [3.662, 4.937, -2.682], [3.359, 4.258, -4.060], [4.344, 6.191, -2.913], [5.377, 1.540, -1.693], [3.954, 0.747, -1.243], [4.794, 1.837, -0.151], [4.799, 4.403, -0.865], [5.514, 3.981, -2.443], [2.702, 5.126, -2.202], [2.830, 4.792, -4.850], [2.807, 3.334, -3.885], [4.298, 3.965, -4.529], [5.141, 5.998, -3.502], [3.751, 6.884, -3.346], [2.337, -6.273, 8.342], [2.350, -5.128, 7.485], [1.678, -5.359, 6.214], [1.616, -4.031, 5.466], [1.226, -4.139, 4.003], [2.883, -3.355, 5.428], [1.310, -6.296, 8.707], [3.082, -6.247, 9.137], [2.493, -7.118, 7.670], [2.300, -6.101, 5.712], [0.684, -5.805, 6.252], [0.864, -3.475, 6.026], [0.197, -4.494, 3.943], [1.738, -4.932, 3.458], [1.246, -3.171, 3.501], [3.359, -3.350, 6.319], [2.740, -2.371, 5.256], [0.223, 9.136, 3.956], [0.394, 8.087, 3.162], [-0.721, 7.737, 2.642], [1.394, 7.442, 3.049], [0.989, 9.480, 4.517], [-0.695, 9.538, 4.079], [-1.479, 8.404, 2.618], [-0.779, 6.891, 2.094], [-3.672, 2.973, -4.445], [-3.334, 2.999, -5.340], [-4.557, 3.333, -4.512], [-2.511, 0.607, 3.528], [-2.364, 0.732, 2.590], [-1.696, 0.897, 3.939], [-0.761, 2.768, -0.314], [-1.240, 2.849, -1.139], [0.050, 2.318, -0.551]], "forces_ev_per_angstrom": [[1.1, 0.1, 0.0], [-1.6, 0.8, 0.1], [0.6, -1.9, -0.8], [0.3, 0.3, 0.0], [0.7, 0.5, -0.4], [0.9, 0.3, 0.1], [-0.5, 0.4, -0.2], [-0.2, -0.9, 0.1], [-0.8, 0.4, -0.1], [0.4, 0.0, 0.8], [0.0, 0.0, -0.4], [-0.5, 0.3, 0.3], [0.0, 0.0, 0.5], [-0.4, 0.2, -0.2], [0.1, 0.1, 0.0], [-0.1, -0.5, -0.7], [0.0, 0.1, 0.9], [1.6, -0.3, 0.2], [0.8, -1.0, -0.4], [-2.6, 0.9, 0.1], [-0.1, 0.0, -1.6], [0.1, -1.0, 0.6], [0.4, 0.3, 0.8], [0.2, 0.2, -0.6], [-1.0, 0.5, -0.2], [-0.4, 0.3, 0.5], [0.2, 0.3, -0.1], [0.2, -1.1, 0.0], [0.2, -0.1, 0.4], [-0.2, 0.7, 0.5], [0.0, -0.1, -0.1], [0.3, -0.1, 0.1], [0.1, 0.4, -0.2], [0.1, -0.1, -0.1], [-1.1, 0.4, -1.5], [-0.4, 0.4, -0.3], [1.6, 0.0, 0.3], [0.0, -0.2, -0.1], [-1.7, -1.1, 0.2], [1.3, 0.5, 0.7], [0.1, -0.6, 0.6], [-0.1, 0.4, -0.2], [0.2, -0.6, 0.4], [0.2, 0.0, -0.5], [-0.3, 0.2, 0.6], [-0.3, 0.4, -0.1], [-0.4, 0.2, 0.0], [0.7, 0.4, 0.1], [0.3, -0.2, 0.0], [0.0, -0.4, 0.3], [-0.1, 0.1, -0.4], [0.5, 2.9, 1.9], [1.8, -0.2, 1.6], [-5.1, -1.6, -3.0], [2.5, -0.8, -0.2], [-0.2, -0.1, -0.3], [0.5, 0.0, 0.2], [0.0, -0.6, -0.2], [0.1, 0.4, 0.0], [0.1, -0.1, 0.2], [0.1, 0.0, -0.2], [-0.2, 0.1, 0.0], [-0.2, -0.1, 0.1], [0.0, 0.1, -0.3], [0.2, 0.1, 0.1], [-0.1, 0.0, 0.3], [-0.2, 0.0, -0.2], [0.3, -0.1, 0.0]], "lumo_energy_ev": 0.4, "smiles": "COC[C@H](C)N.COC[C@H](C)N.COC[C@H](C)N.NC(N)=O.O.O.O", "energy_ha": -1321.4541, "homo_ha": -0.332}


# 4
{"formula": "CH8N4", "method": "ωB97M-V with the def2-TZVPD basis set", "species": ["N", "C", "N", "N", "H", "H", "H", "H", "H", "N", "H", "H", "H"], "xyz": [[0.459, -2.223, -1.569], [0.331, -1.075, -0.974], [-0.849, -0.676, -0.344], [1.500, -0.379, -0.689], [-0.469, -2.425, -1.972], [-1.433, -1.471, -0.077], [-0.851, 0.130, 0.325], [1.605, 0.066, 0.212], [2.281, -0.925, -0.973], [-0.713, 1.976, 1.419], [-1.355, 2.291, 2.122], [-0.739, 2.709, 0.695], [0.233, 2.003, 1.826]], "forces_ev_per_angstrom": [[-0.9, 1.5, -1.1], [0.4, -1.8, 1.9], [0.1, 0.8, 0.2], [-1.0, 0.7, 0.0], [0.4, -0.5, 0.4], [0.4, 0.7, -0.2], [0.1, -0.9, -0.9], [-0.2, -0.2, -0.1], [0.6, -0.2, -0.2], [0.9, 0.4, -0.7], [-0.3, 0.0, 0.5], [0.1, -0.5, 0.3], [-0.7, 0.1, -0.2]], "lumo_energy_ev": 0.6, "smiles": "N=C(N)N.N", "energy_ha": -261.9275, "homo_ha": -0.312, "e_above_lowest_kj_mol": 25.22}


# 5
{"formula": "C7H20CaN5", "method": "ωB97M-V with the def2-TZVPD basis set", "species": ["C", "Ca", "N", "H", "H", "H", "H", "H", "H", "H", "H", "C", "N", "C", "N", "C", "N", "C", "N", "C", "C", "H", "H", "H", "H", "H", "H", "H", "H", "H", "H", "H", "H"], "xyz": [[0.356, 0.285, -2.026], [-0.926, 0.503, 0.106], [1.399, 2.141, 0.240], [-0.203, -1.380, -0.461], [-2.646, 1.158, 1.143], [-0.413, -0.247, -2.538], [1.258, 0.301, -2.634], [-0.018, 1.391, -2.082], [2.216, 1.562, 0.460], [1.284, 2.828, 0.975], [1.592, 2.554, -0.681], [-0.949, -1.469, 2.491], [0.297, -0.739, 1.921], [1.334, -1.812, 1.725], [1.612, -2.595, 2.920], [0.370, -3.249, 3.409], [-0.686, -2.232, 3.713], [-0.151, -1.313, 4.765], [1.090, -0.631, 4.288], [0.799, 0.111, 3.061], [2.105, -1.692, 3.991], [-1.341, -2.141, 1.690], [-1.723, -0.660, 2.714], [2.277, -1.285, 1.420], [1.020, -2.491, 0.905], [0.616, -3.751, 4.356], [-0.005, -3.949, 2.652], [-0.908, -0.550, 4.999], [0.114, -1.914, 5.624], [1.736, 0.612, 2.706], [0.022, 0.904, 3.283], [2.239, -2.285, 4.895], [3.040, -1.211, 3.665]], "forces_ev_per_angstrom": [[-0.1, 2.7, 0.6], [1.5, -0.6, -1.3], [0.3, -0.4, 0.0], [-0.9, -1.1, 0.3], [-0.2, 0.2, 0.3], [-0.7, -0.9, -0.6], [0.3, -0.2, -0.2], [0.3, -0.5, -0.2], [-0.6, 0.1, -0.1], [0.3, 0.3, -0.2], [-0.4, -0.1, 0.6], [-0.4, 1.1, -0.4], [-0.3, -1.1, 2.4], [0.3, 0.5, -0.9], [0.0, 0.1, 0.9], [0.1, 1.2, 0.2], [0.7, 0.0, 0.1], [0.4, 0.0, -1.8], [0.1, -0.6, 0.4], [-0.3, 0.5, -0.6], [-1.3, 0.3, -0.7], [0.4, 0.6, 0.4], [0.9, -1.0, -0.3], [-0.7, -0.5, 0.1], [-0.1, 0.8, 0.3], [-0.1, -0.1, -0.3], [0.1, 0.2, 0.2], [0.2, -0.3, 0.0], [-0.1, 0.0, 0.4], [-0.7, -0.3, 0.3], [0.8, -0.8, -0.2], [0.3, 0.1, 0.1], [-0.2, -0.2, 0.1]], "lumo_energy_ev": 2.9, "energy_ha": -1229.9471, "homo_ha": -0.050, "total_charge": -1}


# 6
{"formula": "CH3AuMgO2", "method": "ωB97M-V with the def2-TZVPD basis set", "species": ["O", "C", "O", "H", "H", "Mg", "Au", "H"], "xyz": [[-1.332, 0.162, -0.097], [-0.529, -0.961, -0.012], [0.805, -0.569, 0.181], [-0.615, -1.594, -0.925], [-0.808, -1.596, 0.859], [0.128, 1.451, 0.049], [2.365, -0.012, -0.184], [-0.015, 3.118, 0.128]], "forces_ev_per_angstrom": [[1.6, -1.2, 0.0], [-2.9, 0.8, -0.1], [-9.6, -4.1, 2.5], [0.4, 0.1, 0.2], [0.4, 0.1, -0.2], [-1.4, 0.8, 0.0], [11.2, 3.5, -2.6], [0.3, 0.2, 0.0]], "lumo_energy_ev": [0.0, -3.8], "energy_ha": -525.9390, "homo_ha": [-0.304, -0.349], "s2": 2.01, "e_above_lowest_kj_mol": 117.66, "spin_multiplicity": 3}